A 8-piece molecular cluster, C39H72Br2ClF3N2O31PS8 overall in a non-equilibrium geometry. Source: OMol25; level of theory: ωB97M-V/def2-TZVPD.

The geometry in XYZ format:
```
159
Properties=species:S:1:pos:R:3
C 7.56 -3.30 2.92
O 7.09 -2.13 2.25
C 7.71 -1.94 0.99
C 7.46 -0.49 0.48
C 6.86 -0.57 -0.96
C 5.33 -0.46 -1.00
C 4.86 -0.37 -2.49
C 3.70 -1.36 -2.81
C 2.37 -0.57 -2.86
C 1.19 -1.48 -3.30
C -0.15 -0.75 -3.02
C -1.23 -1.68 -2.34
C -1.38 -1.39 -0.84
O 0.02 -1.24 -0.39
N -2.04 -0.18 -0.47
C -2.21 0.89 -1.42
C -1.89 0.18 0.92
C -2.87 1.30 1.40
C -2.45 1.87 2.80
C -1.82 3.23 2.54
F -2.59 4.28 2.27
C -0.49 3.34 2.53
F 0.22 3.91 1.60
F 0.21 2.79 3.51
C -2.02 -0.96 1.97
N -1.78 -2.36 1.45
C -2.12 -3.45 2.44
Br -3.85 -4.28 2.41
C -1.83 -3.00 3.92
C -2.17 -4.21 4.88
Br 0.08 -2.66 4.17
C -2.09 -2.54 -0.01
C -3.58 -2.56 -0.44
C -4.58 -1.59 0.19
O -4.99 -1.57 1.28
Cl -5.26 -0.35 -0.95
P -1.47 -4.28 -0.56
S -2.39 -4.94 -2.15
H 7.60 -3.08 3.99
H 8.57 -3.57 2.58
H 6.88 -4.15 2.76
H 7.39 -2.69 0.24
H 8.81 -2.07 1.07
H 8.43 0.03 0.45
H 6.78 0.05 1.15
H 7.27 0.27 -1.55
H 7.17 -1.49 -1.49
H 4.97 0.43 -0.46
H 4.88 -1.33 -0.47
H 4.57 0.68 -2.66
H 5.72 -0.63 -3.12
H 3.85 -1.92 -3.75
H 3.60 -2.07 -1.98
H 2.44 0.26 -3.59
H 2.20 -0.12 -1.86
H 1.29 -1.55 -4.39
H 1.26 -2.50 -2.89
H 0.03 0.16 -2.44
H -0.60 -0.44 -3.98
H -0.88 -2.68 -2.60
H -2.20 -1.49 -2.85
H 0.38 -2.13 -0.27
H -1.31 1.56 -1.41
H -2.35 0.61 -2.47
H -3.05 1.57 -1.20
H -0.89 0.65 1.04
H -2.87 2.16 0.73
H -3.87 0.85 1.52
H -3.33 1.97 3.45
H -1.66 1.28 3.29
H -2.97 -0.90 2.50
H -1.27 -0.71 2.73
H -0.74 -2.41 1.50
H -1.37 -4.25 2.34
H -2.49 -2.19 4.25
H -3.19 -4.14 5.29
H -1.92 -5.18 4.43
H -1.49 -4.09 5.73
H -3.64 -2.43 -1.53
H -4.02 -3.57 -0.30
H -0.08 -4.14 -0.81
H -1.72 -5.26 0.43
C 8.20 2.05 4.98
C 6.98 2.89 4.63
O 7.45 3.83 3.67
S 8.61 3.16 2.78
O 8.04 2.68 1.58
O 9.74 4.01 2.81
O 8.89 1.90 3.74
H 8.85 2.58 5.68
H 7.93 1.08 5.39
H 6.56 3.40 5.50
H 6.20 2.28 4.16
C 1.61 -1.20 -9.16
C 0.83 -0.16 -8.38
O 1.09 -0.48 -7.00
S 2.57 -1.09 -6.86
O 3.45 -0.05 -6.45
O 2.48 -2.33 -6.17
O 2.82 -1.38 -8.42
H 1.08 -2.15 -9.19
H 1.83 -0.87 -10.17
H -0.23 -0.18 -8.59
H 1.22 0.85 -8.57
C 0.83 4.66 6.14
C -0.62 4.22 6.07
O -1.12 4.45 7.39
S -0.38 5.73 8.03
O -1.21 6.87 7.86
O 0.14 5.36 9.30
O 0.83 5.82 6.97
H 1.46 3.90 6.60
H 1.23 4.91 5.15
H -0.72 3.17 5.80
H -1.19 4.84 5.38
C 3.51 4.42 -5.02
C 3.40 4.60 -3.52
O 2.02 4.37 -3.23
S 1.43 3.28 -4.25
O 1.45 2.00 -3.61
O 0.26 3.80 -4.85
O 2.63 3.32 -5.31
H 3.15 5.30 -5.56
H 4.52 4.18 -5.33
H 3.70 5.60 -3.20
H 3.99 3.86 -2.98
C -8.07 -4.23 3.94
C -7.27 -3.05 4.44
O -7.42 -3.08 5.86
S -7.56 -4.60 6.36
O -6.29 -5.05 6.79
O -8.72 -4.71 7.16
O -7.85 -5.26 4.91
H -9.14 -4.00 3.92
H -7.75 -4.57 2.96
H -7.62 -2.11 4.03
H -6.20 -3.18 4.22
C -6.90 -2.99 -3.66
C -7.90 -3.94 -4.29
O -7.11 -4.91 -4.97
S -5.74 -5.15 -4.15
O -5.89 -6.30 -3.33
O -4.65 -4.99 -5.04
O -5.83 -3.84 -3.21
H -6.50 -2.29 -4.39
H -7.32 -2.44 -2.82
H -8.56 -3.43 -4.99
H -8.50 -4.45 -3.53
C -3.00 6.05 -0.57
C -2.09 5.05 -1.26
O -2.57 5.01 -2.61
S -3.13 6.46 -3.02
O -2.12 7.16 -3.73
O -4.44 6.30 -3.53
O -3.22 7.08 -1.53
H -3.96 5.60 -0.31
H -2.54 6.46 0.33
H -2.14 4.06 -0.81
H -1.06 5.39 -1.28
```

net charge	+1
energy relative to the best compared isomer or geometry (same formula, charge and spin)	0.0	kcal per mole
calculated total energy	-13405.27091	a.u.
orbital gap	8.195	eV
strongest force on any atom	2.5	eV Å⁻¹
molecular weight	1604.753	u